Density functional theory data (ωB97M-V/def2-TZVPD) for an isolated molecule of C10H11ClO2.

Each atom is followed by the atoms it is bonded to, with distances in Å.
Element x y z (Å)
1 C 0.7274 -2.9864 0.5517  C2 1.507, H14 1.086, H15 1.127, H16 1.100
2 C -0.7040 -2.7172 0.1647  C1 1.507, C3 1.532, H17 1.039, H18 1.096
3 C -0.9670 -1.3404 -0.4544  C2 1.532, O4 1.397, Cl5 1.787, C6 1.821
4 O -0.1118 -1.1642 -1.5446  C3 1.397, H19 0.964
5 Cl -2.6588 -1.1880 -1.0103  C3 1.787
6 C -0.7701 -0.1031 0.8668  C3 1.821, O7 1.188, C8 1.430
7 O -1.3859 -0.3171 1.8604  C6 1.188
8 C -0.1633 1.0954 0.3771  C6 1.430, C9 1.386, C13 1.384
9 C -0.7993 2.3002 0.6309  C8 1.386, C10 1.341, H20 1.118
10 C -0.3064 3.4790 0.2233  C9 1.341, C11 1.389, H21 1.035
11 C 0.9051 3.5859 -0.4472  C10 1.389, C12 1.405, H22 1.062
12 C 1.5123 2.3441 -0.6998  C11 1.405, C13 1.347, H23 1.038
13 C 1.0345 1.1452 -0.3145  C8 1.384, C12 1.347, H24 1.035
14 H 1.3327 -2.5821 -0.2538  C1 1.086
15 H 1.0874 -2.5807 1.5395  C1 1.127
16 H 0.8816 -4.0756 0.5740  C1 1.100
17 H -1.2821 -2.7140 1.0281  C2 1.039
18 H -0.9804 -3.5988 -0.4256  C2 1.096
19 H 0.1057 -2.0558 -1.8394  O4 0.964
20 H -1.7810 2.2504 1.1642  C9 1.118
21 H -0.7255 4.3225 0.6534  C10 1.035
22 H 1.1506 4.4587 -1.0009  C11 1.062
23 H 2.3579 2.1986 -1.2834  C12 1.038
24 H 1.5404 0.2435 -0.3603  C13 1.035

Calculated values
HOMO	-9.268	eV
energy	-27164.125	eV
ΔE to the lowest compared entry with this formula, charge and spin	0.000	eV
LUMO level	0.07	eV
gap between HOMO and LUMO	0.3433	Eh
structure (SMILES)	CC[C@@](O)(Cl)C(=O)c1ccccc1